Entry 1:
Formula: C2HBr3O2
Source: the Open Molecules 2025 dataset
Level of theory: ωB97M-V/def2-TZVPD

```
8
C2HBr3O2 ωB97M-V/def2-TZVPD
C 2.077 -1.481 -0.724
C 0.591 -1.200 -0.323
O 2.968 -0.724 -0.749
O 0.340 0.162 -0.521
Br 2.365 -3.308 -1.293
Br -0.709 -2.302 -1.307
Br 0.609 -1.939 1.570
H -0.561 0.227 -0.822
```

## Properties
E_LUMO in eV: -0.305
Calculated total energy in eV: -216311.78002
HOMO energy in hartree: -0.3830
Total charge: 0
Energy above the lowest of the compared OMol25 structures with the same formula, charge and spin in kcal/mol: 4.6
Orbital gap in eV: 10.1

---

Entry 2:
Formula: C2HBr3S
Source: the Open Molecules 2025 dataset
Level of theory: ωB97M-V/def2-TZVPD

```
7
C2HBr3S ωB97M-V/def2-TZVPD
C -1.303 -0.978 1.130
C -1.590 -0.576 0.054
S 2.653 0.760 -1.241
Br 0.848 1.919 -1.402
Br -2.322 -0.179 -1.569
Br 3.017 0.290 0.892
H -1.304 -1.235 2.137
```

## Properties
2S+1: 3
E_LUMO (spin up / spin down) in eV: -0.577 / -3.021
Calculated total energy in eV: -223048.02589
HOMO energy (spin up / spin down) in hartree: -0.2606 / -0.3726
Total charge: 0
Orbital gap (spin up / spin down) in eV: 6.5 / 7.1

---

Entry 3:
Formula: C2HBrCl3F
Source: the Open Molecules 2025 dataset
Level of theory: ωB97M-V/def2-TZVPD

```
8
C2HBrCl3F ωB97M-V/def2-TZVPD
C -0.725 0.913 0.187
C 0.636 -0.678 -0.329
F 0.930 -0.695 -1.656
Cl -2.242 0.211 -0.141
Cl -0.178 -2.141 -0.126
Cl 2.097 -0.447 0.711
Br -0.286 1.390 1.944
H -0.231 1.447 -0.590
```

## Properties
E_LUMO in eV: 0.131
Calculated total energy in eV: -112415.09011
HOMO energy in hartree: -0.3518
Total charge: 0
Energy above the lowest of the compared OMol25 structures with the same formula, charge and spin in kcal/mol: 0.0
Orbital gap in eV: 9.7

---

Entry 4:
Formula: C2HBrClFO
Source: the Open Molecules 2025 dataset
Level of theory: ωB97M-V/def2-TZVPD

```
7
C2HBrClFO ωB97M-V/def2-TZVPD
C -0.789 -0.519 0.402
C -1.780 0.499 -0.037
O -0.433 -0.662 1.509
F -1.412 0.895 -1.610
Cl -1.766 1.979 0.712
Br -3.376 -0.633 -0.076
H -0.316 -1.205 -0.283
```

## Properties
E_LUMO in eV: -0.301
Calculated total energy in eV: -89418.04655
HOMO energy in hartree: -0.4024
Total charge: 0
Energy above the lowest of the compared OMol25 structures with the same formula, charge and spin in kcal/mol: 22.9
Orbital gap in eV: 10.6

---

Entry 5:
Formula: C2HBrClFO
Source: the Open Molecules 2025 dataset
Level of theory: ωB97M-V/def2-TZVPD

```
7
C2HBrClFO ωB97M-V/def2-TZVPD
C 0.660 -0.572 -0.172
C 0.127 0.819 -0.117
O 1.064 -1.030 -1.209
F -0.224 1.485 -1.181
Cl -0.057 1.537 1.333
Br -2.325 -1.327 0.420
H 0.754 -0.912 0.928
```

## Properties
2S+1: 3
E_LUMO (spin up / spin down) in eV: 0.584 / -4.022
Calculated total energy in eV: -89416.63941
HOMO energy (spin up / spin down) in hartree: -0.3197 / -0.3851
Total charge: 0
Energy above the lowest of the compared OMol25 structures with the same formula, charge and spin in kcal/mol: 0.0
Orbital gap (spin up / spin down) in eV: 9.3 / 6.5

---

Entry 6:
Formula: C2HBrF2O
Source: the Open Molecules 2025 dataset
Level of theory: ωB97M-V/def2-TZVPD

```
7
C2HBrF2O ωB97M-V/def2-TZVPD
C -0.927 0.904 0.298
C 1.229 1.159 2.037
O -1.808 0.188 0.089
F 0.354 1.653 3.014
F 1.637 2.122 1.275
Br 2.646 0.152 2.675
H -0.285 1.655 -0.158
```

## Properties
2S+1: 3
E_LUMO (spin up / spin down) in eV: 0.687 / -1.234
Calculated total energy in eV: -79610.29416
HOMO energy (spin up / spin down) in hartree: -0.2708 / -0.4283
Total charge: 0
Energy above the lowest of the compared OMol25 structures with the same formula, charge and spin in kcal/mol: 7.9
Orbital gap (spin up / spin down) in eV: 8.1 / 10.4

---

Entry 7:
Formula: C2HBrF2S
Source: the Open Molecules 2025 dataset
Level of theory: ωB97M-V/def2-TZVPD

```
7
C2HBrF2S ωB97M-V/def2-TZVPD
C -0.324 0.209 -0.699
C -0.467 0.903 0.601
F -0.671 0.671 -1.890
F -1.168 0.269 1.512
S 1.214 0.758 0.301
Br 1.869 -1.934 0.848
H -0.453 -0.876 -0.672
```

## Properties
E_LUMO (spin up / spin down) in eV: -2.613 / -1.879
Calculated total energy in eV: -88399.16457
HOMO energy (spin up / spin down) in hartree: -0.3551 / -0.3644
Total charge: 0
Energy above the lowest of the compared OMol25 structures with the same formula, charge and spin in kcal/mol: 64.1
Orbital gap (spin up / spin down) in eV: 7.0 / 8.0

---

Entry 8:
Formula: C2HBrFN
Source: the Open Molecules 2025 dataset
Level of theory: ωB97M-V/def2-TZVPD

```
6
C2HBrFN ωB97M-V/def2-TZVPD
C -0.107 0.583 -0.828
C -0.121 -0.101 0.437
N -0.108 1.067 -1.848
F 0.703 0.396 1.472
Br 0.682 -1.801 -0.053
H -1.049 -0.144 0.820
```

## Properties
E_LUMO in eV: 0.038
Calculated total energy in eV: -76338.83803
HOMO energy in hartree: -0.4142
Total charge: 0
Energy above the lowest of the compared OMol25 structures with the same formula, charge and spin in kcal/mol: 0.2
Orbital gap in eV: 11.3

---

Entry 9:
Formula: C2HBrN2O
Source: the Open Molecules 2025 dataset
Level of theory: ωB97M-V/def2-TZVPD

```
7
C2HBrN2O ωB97M-V/def2-TZVPD
C -0.114 0.220 -0.324
C -1.789 1.800 -0.795
N -1.124 1.152 -0.009
N 0.118 0.094 -1.611
O -0.470 0.815 -2.445
Br -2.921 3.149 -1.108
H 0.413 -0.297 0.364
```

## Properties
E_LUMO (spin up / spin down) in eV: -0.711 / -0.712
Calculated total energy in eV: -77155.73671
HOMO energy (spin up / spin down) in hartree: -0.3315 / -0.3314
Total charge: 0
Energy above the lowest of the compared OMol25 structures with the same formula, charge and spin in kcal/mol: 74.7
Orbital gap (spin up / spin down) in eV: 8.3 / 8.3

---

Entry 10:
Formula: C2HBrO
Source: the Open Molecules 2025 dataset
Level of theory: ωB97M-V/def2-TZVPD

```
5
C2HBrO ωB97M-V/def2-TZVPD
O 0.820 1.162 1.647
C 0.367 0.506 0.788
C -0.122 -0.093 -0.291
Br -1.561 -1.653 -0.917
H 0.497 0.079 -1.228
```

## Properties
E_LUMO in eV: -1.724
Calculated total energy in eV: -74177.55366
HOMO energy in hartree: -0.3547
Total charge: 0
Energy above the lowest of the compared OMol25 structures with the same formula, charge and spin in kcal/mol: 26.6
Orbital gap in eV: 7.9

---

Entry 11:
Formula: C2HCdO3
Source: the Open Molecules 2025 dataset
Level of theory: ωB97M-V/def2-TZVPD

```
7
C2HCdO3 ωB97M-V/def2-TZVPD
O -1.755 0.643 -0.036
O 0.931 -1.484 0.115
O 0.322 1.045 0.014
C -0.310 -1.347 -0.028
C -0.572 0.207 -0.296
Cd 2.075 0.122 0.143
H -1.527 1.601 0.344
```

## Properties
E_LUMO in eV: -7.469
Calculated total energy in eV: -12784.76339
HOMO energy in hartree: -0.4939
Total charge: +1
Energy above the lowest of the compared OMol25 structures with the same formula, charge and spin in kcal/mol: 41.6
Orbital gap in eV: 6.0

---

Entry 12:
Formula: C2HCl2N2O
Source: the Open Molecules 2025 dataset
Level of theory: ωB97M-V/def2-TZVPD

```
8
C2HCl2N2O ωB97M-V/def2-TZVPD
C 0.319 -0.520 0.722
C 0.959 0.219 -0.320
N -2.769 0.339 0.180
N -1.710 0.112 0.319
O 0.178 -1.284 1.540
Cl 0.343 1.859 -0.651
Cl 0.632 -0.995 -1.652
H 2.048 0.270 -0.138
```

## Properties
E_LUMO in eV: -6.297
Calculated total energy in eV: -32153.62444
HOMO energy in hartree: -0.6213
Total charge: +1
Energy above the lowest of the compared OMol25 structures with the same formula, charge and spin in kcal/mol: 3.5
Orbital gap in eV: 10.6

---

Entry 13:
Formula: C2HCl2N4
Source: the Open Molecules 2025 dataset
Level of theory: ωB97M-V/def2-TZVPD

```
9
C2HCl2N4 ωB97M-V/def2-TZVPD
C 0.314 -0.190 -0.281
C -1.143 0.623 0.990
N 1.381 -0.592 0.312
N 0.262 -0.390 -1.592
N 2.151 -1.103 -0.697
N 1.469 -0.937 -1.849
Cl -2.611 0.527 0.069
Cl -0.703 2.172 1.334
H -1.120 -0.109 1.714
```

## Properties
E_LUMO in eV: 3.278
Calculated total energy in eV: -33093.64769
HOMO energy in hartree: -0.1934
Total charge: -1
Energy above the lowest of the compared OMol25 structures with the same formula, charge and spin in kcal/mol: 0.0
Orbital gap in eV: 8.5

---

Entry 14:
Formula: C2HCl2NO2
Source: the Open Molecules 2025 dataset
Level of theory: ωB97M-V/def2-TZVPD

```
8
C2HCl2NO2 ωB97M-V/def2-TZVPD
O 0.926 -1.912 -0.536
C 0.835 -0.723 -0.595
N 0.228 0.021 0.531
O 0.635 -0.175 1.730
C -0.792 0.776 0.187
Cl -1.481 0.590 -1.403
Cl -1.701 1.499 1.427
H 1.349 -0.076 -1.341
```

## Properties
E_LUMO (spin up / spin down) in eV: -0.575 / -0.574
Calculated total energy in eV: -32716.66175
HOMO energy (spin up / spin down) in hartree: -0.3445 / -0.3444
Total charge: 0
Energy above the lowest of the compared OMol25 structures with the same formula, charge and spin in kcal/mol: 0.0
Orbital gap (spin up / spin down) in eV: 8.8 / 8.8

---

Entry 15:
Formula: C2HCl2NO3
Source: the Open Molecules 2025 dataset
Level of theory: ωB97M-V/def2-TZVPD

```
9
C2HCl2NO3 ωB97M-V/def2-TZVPD
C 0.080 0.656 0.363
C -1.060 -0.322 0.300
N 1.531 -0.054 -0.345
O 0.215 1.804 0.631
O 1.529 -1.227 -0.495
O 2.332 0.756 -0.584
Cl -1.280 -0.085 -1.472
Cl -2.537 0.003 1.190
H -0.809 -1.531 0.412
```

## Properties
E_LUMO in eV: -0.611
Calculated total energy in eV: -34763.26249
HOMO energy in hartree: -0.3863
Total charge: 0
Energy above the lowest of the compared OMol25 structures with the same formula, charge and spin in kcal/mol: 44.2
Orbital gap in eV: 9.9

---

Entry 16:
Formula: C2HCl2NS
Source: the Open Molecules 2025 dataset
Level of theory: ωB97M-V/def2-TZVPD

```
7
C2HCl2NS ωB97M-V/def2-TZVPD
N -2.029 1.400 -0.070
C -1.091 0.732 0.071
C -0.048 -0.235 0.084
S 1.574 0.700 0.052
Cl -0.339 -1.217 1.546
Cl -0.390 -1.112 -1.489
H 2.322 -0.267 -0.195
```

## Properties
E_LUMO in eV: -0.161
Calculated total energy in eV: -39458.89144
HOMO energy in hartree: -0.3882
Total charge: 0
Energy above the lowest of the compared OMol25 structures with the same formula, charge and spin in kcal/mol: 12.9
Orbital gap in eV: 10.4

---

Entry 17:
Formula: C2HCl2NS
Source: the Open Molecules 2025 dataset
Level of theory: ωB97M-V/def2-TZVPD

```
7
C2HCl2NS ωB97M-V/def2-TZVPD
C 2.566 1.036 0.959
C 2.480 -0.043 0.094
N 2.511 1.952 1.658
S -0.190 0.970 -0.321
Cl 3.119 0.121 -1.541
Cl 2.192 -1.587 0.779
H 0.176 2.092 -0.920
```

## Properties
2S+1: 3
E_LUMO (spin up / spin down) in eV: 0.419 / -2.773
Calculated total energy in eV: -39456.70811
HOMO energy (spin up / spin down) in hartree: -0.3292 / -0.3624
Total charge: 0
Energy above the lowest of the compared OMol25 structures with the same formula, charge and spin in kcal/mol: 0.0
Orbital gap (spin up / spin down) in eV: 9.4 / 7.1

---

Entry 18:
Formula: C2HCl2O2
Source: the Open Molecules 2025 dataset
Level of theory: ωB97M-V/def2-TZVPD

```
7
C2HCl2O2 ωB97M-V/def2-TZVPD
C -2.002 -1.363 -1.371
C 0.175 -0.694 0.293
O -2.210 -2.448 -1.057
O -1.925 -0.292 -1.777
Cl 1.123 -1.521 -1.009
Cl 0.920 -0.981 2.039
H 0.274 0.418 0.103
```

## Properties
E_LUMO in eV: 3.682
Calculated total energy in eV: -31230.55443
HOMO energy in hartree: -0.0895
Total charge: -1
Energy above the lowest of the compared OMol25 structures with the same formula, charge and spin in kcal/mol: 21.9
Orbital gap in eV: 6.1

---

Entry 19:
Formula: C2HCl3N
Source: the Open Molecules 2025 dataset
Level of theory: ωB97M-V/def2-TZVPD

```
7
C2HCl3N ωB97M-V/def2-TZVPD
C 0.982 0.392 -0.750
C -0.708 -0.421 0.898
N 0.295 0.022 0.244
Cl 0.338 1.072 -2.193
Cl -1.508 -1.818 0.337
Cl -1.467 0.477 2.096
H 2.067 0.277 -0.631
```

## Properties
2S+1: 3
E_LUMO (spin up / spin down) in eV: -6.015 / -10.345
Calculated total energy in eV: -41134.23678
HOMO energy (spin up / spin down) in hartree: -0.4623 / -0.6063
Total charge: +1
Energy above the lowest of the compared OMol25 structures with the same formula, charge and spin in kcal/mol: 12.7
Orbital gap (spin up / spin down) in eV: 6.6 / 6.2

---

Entry 20:
Formula: C2HClF2O2
Source: the Open Molecules 2025 dataset
Level of theory: ωB97M-V/def2-TZVPD

```
8
C2HClF2O2 ωB97M-V/def2-TZVPD
O 1.079 0.480 -1.315
C 0.593 0.052 -0.326
O 1.157 -0.830 0.549
C -0.814 0.385 0.175
F -0.872 0.215 1.483
F -1.147 1.680 -0.155
Cl -1.974 -0.751 -0.617
H 1.979 -1.231 0.206
```

## Properties
E_LUMO in eV: 0.375
Calculated total energy in eV: -24142.65475
HOMO energy in hartree: -0.4249
Total charge: 0
Energy above the lowest of the compared OMol25 structures with the same formula, charge and spin in kcal/mol: 0.0
Orbital gap in eV: 11.9